The following is a quantum chemistry calculation of a 7-piece molecular cluster, C24H66N4O11 overall in a non-equilibrium geometry, from the OMol25 dataset.

```
105
Properties=species:S:1:pos:R:3:forces:R:3
C -4.6549 -0.6562 -4.7669 1.11 0.28 0.22
O -3.2884 -0.9913 -4.2616 -2.33 1.45 -1.13
C -2.2446 0.0334 -4.3762 -0.33 -2.48 0.85
C -1.3104 -0.4978 -3.2404 -0.79 0.53 -0.89
N -0.8395 -1.8931 -3.3458 0.92 0.20 -0.97
C -0.1633 -2.2360 -4.6043 1.43 -1.05 -0.37
C 1.0062 -3.3531 -4.4775 -1.64 1.50 0.29
O 0.4257 -4.5783 -4.0101 1.08 -0.69 0.33
C 1.3422 -5.7313 -4.1642 -0.82 2.01 -1.52
H -5.0920 -1.4112 -5.4203 0.72 -0.31 -0.17
H -4.6540 0.2924 -5.3037 0.23 0.00 -0.12
H -5.4132 -0.5479 -3.9914 0.50 0.01 0.66
H -2.4999 1.0837 -4.2359 -0.67 -0.09 0.57
H -1.8173 0.0073 -5.3786 0.25 -0.34 -0.12
H -1.8771 -0.4227 -2.3122 0.00 0.08 -0.05
H -0.5519 0.2824 -3.1771 0.86 -0.63 0.29
H -1.5344 -2.6046 -3.1698 -0.47 0.53 0.15
H 0.2093 -1.3068 -5.0354 0.78 0.02 0.29
H -0.7230 -2.6045 -5.4639 -1.17 -0.19 0.39
H 1.7421 -2.8894 -3.8206 0.29 -0.62 0.45
H 1.4515 -3.5358 -5.4554 0.00 0.17 -0.24
H 0.7762 -6.6563 -4.0540 0.26 0.21 0.87
H 2.3013 -5.5533 -3.6779 -0.33 -0.45 0.87
H 1.6372 -5.7401 -5.2135 -0.03 -0.04 -0.41
C 4.1480 -3.3253 -1.7432 -0.39 1.34 -0.10
O 3.1224 -2.2585 -1.7013 0.62 -3.29 0.70
C 3.4967 -0.9829 -1.9985 0.37 1.76 0.70
C 2.3715 -0.0099 -1.6069 -1.30 0.35 0.01
N 2.7721 1.3715 -1.2804 0.67 -0.43 0.32
C 3.7410 1.4598 -0.1461 -0.42 0.21 1.41
C 3.6401 2.6657 0.8971 1.54 0.83 -2.20
O 4.8632 2.7391 1.7500 -2.77 -0.74 -0.39
C 4.7957 1.7386 2.7727 1.07 0.44 0.34
H 4.7561 -3.2472 -2.6444 -0.28 -0.07 -0.41
H 3.6850 -4.3081 -1.6551 -0.43 0.33 -0.28
H 4.8864 -3.2982 -0.9418 -0.22 0.59 0.47
H 3.7827 -0.8840 -3.0457 -0.06 0.16 -0.41
H 4.3248 -0.5811 -1.4147 0.68 -0.63 0.20
H 1.7298 -0.3152 -0.7804 0.43 -0.80 0.08
H 1.6865 0.0916 -2.4487 -0.18 -0.04 -0.11
H 3.1999 1.5971 -2.1672 0.54 1.23 0.26
H 4.7743 1.3668 -0.4806 0.11 0.21 0.16
H 3.5486 0.6831 0.5941 -0.06 -0.99 -0.71
H 2.6687 2.7228 1.3883 0.25 -0.61 0.69
H 3.6469 3.5739 0.2944 0.34 0.30 0.16
H 5.5313 1.9765 3.5411 0.50 0.23 -0.29
H 5.0874 0.7718 2.3625 -0.46 -0.24 0.13
H 3.8942 1.7297 3.3854 -0.59 -0.17 -0.74
C -4.4359 0.2187 2.0071 0.95 0.57 -0.14
O -3.4010 0.8122 1.2037 0.20 -0.72 -0.07
C -2.1730 0.0356 1.0952 0.23 1.41 0.38
C -0.9738 0.9691 0.8381 -0.45 0.95 -0.89
N -0.9698 1.5546 -0.5009 -0.24 -0.17 -1.66
C -2.0850 2.4263 -0.8030 -0.92 0.03 0.65
C -1.9467 3.4197 -1.9290 2.26 0.67 0.79
O -0.9078 4.4057 -1.5373 -0.55 -1.08 0.20
C -0.8084 5.5869 -2.2835 -1.15 0.02 -0.55
H -4.8347 -0.6977 1.5719 -0.14 0.06 -0.12
H -5.1902 0.9913 2.1559 -0.16 -0.16 -0.40
H -4.0710 0.0035 3.0114 0.27 -0.26 0.13
H -2.1197 -0.6516 0.2508 -0.73 -0.41 0.10
H -2.0511 -0.4477 2.0646 0.28 -0.44 -0.11
H -0.0264 0.4300 0.8367 -0.14 -0.21 0.85
H -0.9908 1.8561 1.4714 0.12 -0.43 1.06
H -0.1284 2.0958 -0.6393 0.35 -0.11 0.14
H -2.3876 2.9592 0.0984 0.04 0.56 0.27
H -2.9915 1.8536 -0.9986 0.02 -0.37 -0.30
H -2.9231 3.8812 -2.0767 0.12 0.18 -0.34
H -1.4951 2.9443 -2.7997 -0.63 -0.12 -0.47
H -1.1955 5.5043 -3.2991 0.12 -0.53 -0.42
H 0.2187 5.9382 -2.3819 -0.05 -0.05 0.48
H -1.4979 6.3208 -1.8662 0.38 0.53 0.37
C 1.4048 -1.6310 2.8159 0.28 -0.07 0.18
O 1.6294 -0.2122 3.0736 -1.37 -1.79 0.14
C 1.4572 0.1394 4.5047 2.17 -0.06 -2.23
C 1.3205 1.6502 4.5275 -0.39 0.75 0.62
N 0.1456 2.0882 5.2445 -0.99 -0.31 0.28
C -1.0457 1.8474 4.4363 -1.09 0.53 1.18
C -2.4160 1.9953 5.2034 0.91 0.29 -0.65
O -2.5407 3.3104 5.7791 -0.68 -0.48 0.46
C -3.6910 3.4357 6.6624 1.14 -0.64 -0.05
H 1.5320 -1.9884 1.7941 0.34 1.22 -0.52
H 0.3979 -1.9959 3.0189 -0.31 0.55 0.66
H 2.0954 -2.2861 3.3468 0.14 0.24 0.61
H 2.4762 -0.0197 4.8576 -0.15 -0.62 0.75
H 0.7529 -0.4797 5.0602 -0.30 0.28 -0.27
H 1.2883 2.0829 3.5276 0.32 -0.41 -0.51
H 2.2156 2.0428 5.0097 -0.13 0.24 0.13
H 0.1858 3.0436 5.5694 0.07 0.02 -0.14
H -0.9406 0.8567 3.9940 -0.35 -0.27 0.23
H -1.1762 2.4942 3.5687 0.46 0.49 -0.16
H -2.5920 1.2116 5.9403 0.25 0.01 0.29
H -3.1514 1.8741 4.4081 -0.44 -0.01 -0.01
H -3.5965 2.7739 7.5234 0.27 -0.40 0.04
H -4.6291 3.1473 6.1882 -0.05 0.40 -0.35
H -3.6998 4.4257 7.1185 -0.07 0.17 -0.66
O -0.4699 -5.1724 -0.5342 -0.32 -0.12 0.25
H 0.0821 -5.9379 -0.6942 0.17 -0.18 -0.05
H -0.3615 -4.6307 -1.3159 0.19 0.04 -0.56
O 0.1172 -2.2540 -0.3936 0.06 0.04 0.68
H -0.4784 -3.0027 -0.4242 -0.13 -0.10 0.14
H -0.0657 -1.7688 -1.1982 0.00 0.14 -0.66
O -0.4076 -4.4823 2.3575 -0.03 -0.06 0.58
H -0.6311 -5.0802 1.6442 -0.04 -0.02 -0.35
H -0.2028 -3.6550 1.9218 0.07 0.17 -0.25
```
Positions in Å, forces in eV/Å.

Summary:
Charge: 0
SMILES: COCCNCCOC.COCCNCCOC.COCCNCCOC.COCCNCCOC.O.O.O
Strongest force on any atom in eV/A: 3.42
E_HOMO in eV: -8.19
Energy above the lowest of the compared OMol25 structures with the same formula, charge and spin in kJ/mol: 528.5